DFT (ωB97M-V/def2-TZVPD) results for the ion C4H3NO6S with charge -2 in a non-equilibrium geometry.

Summary:
DFT total energy: -1058.51950 Ha
SMILES: O=C([O-])C(CS)(C(=O)[O-])[N+](=O)[O-]
LUMO: 0.2039 Eh
relative energy (zero: lowest compared OMol25 entry of this formula, charge and spin): 52.0 kcal/mol
HOMO-LUMO gap: 6.673 eV

The geometry in ORCA input format:
```
! RIJCOSX wB97M-V def2-TZVPD def2/J DEFGRID3
* xyz -2 1
C 0.000 1.550 0.049
C -1.969 -0.235 0.467
C 0.413 -0.874 -1.178
C -0.197 0.015 0.239
N 0.527 -0.430 1.350
O -0.706 2.297 0.697
O -2.377 -0.402 1.583
O 0.996 1.860 -0.667
O -2.529 -0.307 -0.591
O 0.334 0.071 2.484
O 1.227 -1.502 1.277
S 2.144 -0.607 -1.378
H 0.012 -0.290 -1.994
H 0.218 -1.867 -1.134
H 1.908 0.721 -1.203
*
```

Here are the natural (NBO) charges for atoms 1 to 4, given in e: 0.77 0.87 -0.50 -0.18

***

DFT (ωB97M-V/def2-TZVPD) results for a structure of composition C38H54IN5O3S in a non-equilibrium geometry.

Summary:
DFT total energy: -2675.74243 Ha
LUMO: -0.0203 Eh
HOMO-LUMO gap: 7.991 eV

The geometry in ORCA input format:
```
! RIJCOSX wB97M-V def2-TZVPD def2/J DEFGRID3
* xyz 0 1
C 4.224 -3.315 0.224
C 3.796 -2.414 -0.946
C 4.063 -0.961 -0.669
O 4.996 -0.597 -0.004
O 3.197 -0.129 -1.240
C 3.396 1.257 -0.895
C 2.229 2.071 -1.467
C 1.377 2.640 -0.345
C 0.109 2.008 -0.009
C -0.355 0.818 -0.799
C 0.136 -0.521 -0.267
C 0.952 -0.650 0.857
C 1.364 -1.905 1.281
C 0.976 -3.054 0.603
C 0.159 -2.936 -0.519
C -0.246 -1.679 -0.967
C -1.105 -1.568 -2.204
C -0.666 2.483 1.025
C -1.994 1.945 1.493
I -3.546 2.154 -0.002
C -1.982 0.528 2.091
C -2.890 0.454 3.337
C -0.158 3.601 1.742
N -0.756 4.186 2.792
S 0.148 5.404 3.265
N 1.361 5.295 2.193
C 1.067 4.251 1.425
C 1.843 3.735 0.338
C 3.132 4.475 0.046
C 4.341 3.979 0.869
C 5.685 3.972 0.115
O 5.742 4.922 -0.935
C 5.732 4.356 -2.217
H 3.392 -3.968 0.486
H 4.478 -2.748 1.112
H 5.048 -3.963 -0.056
H 2.756 -2.584 -1.203
H 4.430 -2.650 -1.801
H 3.382 1.319 0.186
H 4.355 1.594 -1.278
H 2.638 2.884 -2.058
H 1.665 1.454 -2.152
H 0.020 0.863 -1.814
H -1.436 0.789 -0.893
H 1.244 0.248 1.384
H 2.003 -2.024 2.147
H 1.289 -4.020 0.969
H -0.156 -3.824 -1.049
H -1.303 -2.546 -2.627
H -2.022 -1.044 -1.978
H -0.542 -1.026 -2.969
H -2.320 2.598 2.292
H -0.970 0.375 2.446
H -2.269 -0.232 1.373
H -3.558 1.310 3.410
H -3.462 -0.469 3.370
H -2.286 0.463 4.242
H 3.313 4.522 -1.021
H 2.950 5.497 0.365
H 4.185 3.012 1.339
H 4.473 4.689 1.684
H 5.958 2.976 -0.239
H 6.452 4.261 0.833
H 6.394 3.491 -2.298
H 6.076 5.083 -2.948
H 4.729 4.044 -2.535
C 3.532 -2.341 5.123
C 4.110 -3.606 5.749
C 4.570 -4.630 4.703
C 3.451 -5.055 3.860
N 2.577 -5.388 3.202
H 2.640 -2.561 4.535
H 3.247 -1.629 5.897
H 4.262 -1.856 4.471
H 3.362 -4.062 6.400
H 4.963 -3.343 6.376
H 4.989 -5.511 5.190
H 5.341 -4.200 4.062
C -3.652 -4.374 -5.473
C -5.106 -4.292 -5.022
C -5.547 -2.861 -4.689
C -4.743 -2.305 -3.600
N -4.117 -1.877 -2.742
H -2.972 -4.047 -4.685
H -3.389 -5.400 -5.727
H -3.478 -3.753 -6.354
H -5.249 -4.929 -4.147
H -5.752 -4.681 -5.810
H -6.594 -2.845 -4.386
H -5.441 -2.216 -5.563
C -8.498 3.240 -0.675
C -8.125 1.899 -0.052
C -7.573 0.899 -1.074
C -8.563 0.612 -2.115
N -9.341 0.386 -2.923
H -9.292 3.129 -1.415
H -8.856 3.929 0.089
H -7.636 3.697 -1.166
H -9.003 1.472 0.437
H -7.372 2.058 0.721
H -7.304 -0.036 -0.583
H -6.675 1.298 -1.549
*
```

Here are the Löwdin charges for atoms 1 to 4, given in e: -0.08 -0.12 -0.52 0.10

***

DFT (ωB97M-V/def2-TZVPD) results for a structure of composition C32H44N2O5SSiSn.

Summary:
DFT total energy: -2633.51468 Ha
LUMO: 0.0147 Eh
relative energy (zero: lowest compared OMol25 entry of this formula, charge and spin): 10.9 kcal/mol
HOMO-LUMO gap: 7.942 eV

The geometry in ORCA input format:
```
! RIJCOSX wB97M-V def2-TZVPD def2/J DEFGRID3
* xyz 0 1
Sn -0.233 0.508 1.276
C -1.684 -2.590 3.318
O -0.712 -1.565 3.351
C 0.228 -1.731 4.387
C 1.217 -0.584 4.378
O 1.937 -0.390 3.174
C 2.942 -1.336 2.852
C 2.438 -2.566 2.105
O 1.471 -2.174 1.166
C 0.924 -3.287 0.481
H -2.333 -2.547 4.199
H -1.212 -3.577 3.273
H -2.286 -2.442 2.423
H 0.737 -2.698 4.285
H -0.274 -1.728 5.364
H 1.914 -0.731 5.213
H 0.677 0.352 4.532
H 3.464 -1.651 3.762
H 3.652 -0.810 2.214
H 2.030 -3.319 2.791
H 3.292 -3.029 1.592
H 1.690 -3.817 -0.093
H 0.169 -2.909 -0.203
H 0.467 -3.984 1.193
C -1.883 2.741 1.336
C -1.756 2.535 2.733
C -2.344 1.309 3.047
C -2.851 0.739 1.848
C -2.579 1.638 0.790
H -1.607 3.634 0.790
H -1.287 3.209 3.436
H -2.415 0.871 4.032
H -3.457 -0.152 1.774
H -2.911 1.538 -0.233
O -0.341 -0.274 -0.629
Si -0.856 -0.535 -2.130
C 0.395 -1.594 -3.048
C 0.115 -2.328 -4.206
C 1.097 -3.080 -4.840
C 2.386 -3.114 -4.323
C 2.687 -2.397 -3.172
C 1.700 -1.649 -2.542
C -2.533 -1.383 -2.096
C -3.075 -1.715 -0.849
C -4.320 -2.324 -0.737
C -5.055 -2.615 -1.877
C -4.542 -2.290 -3.127
C -3.299 -1.680 -3.231
C -1.005 1.098 -3.049
C -0.766 2.294 -2.364
C -0.838 3.524 -3.010
C -1.151 3.581 -4.362
C -1.390 2.405 -5.063
C -1.314 1.182 -4.411
H -0.886 -2.329 -4.622
H 0.856 -3.641 -5.735
H 3.153 -3.700 -4.816
H 3.690 -2.427 -2.762
H 1.936 -1.108 -1.631
H -2.510 -1.479 0.046
H -4.720 -2.565 0.242
H -6.027 -3.085 -1.795
H -5.114 -2.507 -4.021
H -2.934 -1.420 -4.219
H -0.528 2.260 -1.307
H -0.652 4.438 -2.458
H -1.204 4.536 -4.869
H -1.633 2.443 -6.118
H -1.493 0.276 -4.984
N 0.951 4.915 2.134
C 1.529 3.905 2.861
N 2.280 4.301 3.937
O 1.379 2.733 2.562
H 0.849 5.832 2.530
H 0.220 4.605 1.515
H 2.566 5.256 4.056
H 2.835 3.586 4.371
C 3.862 1.992 1.022
S 2.813 1.048 -0.096
C 2.836 2.100 -1.561
H 3.641 3.056 0.919
H 4.919 1.812 0.827
H 3.603 1.684 2.034
H 3.796 2.051 -2.072
H 2.613 3.129 -1.279
H 2.054 1.740 -2.229
*
```

Here are the Löwdin charges for atoms 1 to 4, given in e: 1.47 -0.09 -0.28 -0.21